Entry 1:
# C14H21N2O2

A gas-phase ion, C14H21N2O2 (charge -1) in a non-equilibrium geometry (wB97M-V/def2-TZVPD, the OMol25 dataset).

Structure (XYZ):
```
39
Properties=species:S:1:pos:R:3:lowdin_charge:R:1
C -3.92413 1.33554 1.80865 -0.14
C -2.64553 1.23190 0.75916 -0.21
C -1.50565 2.42703 0.56781 -0.07
C -0.25212 2.31756 -0.53424 -0.03
C -0.07794 0.96339 -1.50106 -0.05
C 1.15889 0.95671 -2.57319 -0.35
C 2.42972 1.86018 -1.96767 -0.13
C 1.78810 -0.51560 -2.91733 -0.14
C -1.20832 -0.20527 -1.29096 -0.11
O -1.18459 -1.43083 -2.10415 -0.20
C -0.77128 -2.48930 -1.12343 -0.34
N 0.52315 -2.15655 -0.41535 -0.17
C 0.36259 -2.09819 1.08763 -0.34
C 1.87343 -1.70796 1.68823 -0.12
C 1.83329 -0.54868 2.84689 -0.32
N 0.62119 -0.13728 3.66121 0.05
O 2.99793 0.09630 3.13579 -0.14
C -2.47056 -0.09215 -0.19912 0.02
H -4.72935 0.54321 1.42497 0.08
H -3.62933 1.12924 2.92309 0.07
H -4.44998 2.38699 1.70866 0.07
H -1.57935 3.39754 1.23534 0.06
H 0.45009 3.25235 -0.58203 0.07
H 0.80247 1.52919 -3.55522 0.13
H 2.27644 3.01252 -2.10223 0.07
H 2.46383 1.57771 -0.80863 0.09
H 3.42676 1.44885 -2.43441 0.07
H 2.33929 -1.02575 -1.99111 0.08
H 2.65746 -0.32677 -3.71343 0.07
H 1.04068 -1.25843 -3.45462 0.08
H -0.54719 -3.45925 -1.78180 0.10
H -1.64819 -2.75703 -0.37479 0.10
H 0.08679 -3.16501 1.48546 0.09
H -0.38358 -1.24997 1.39207 0.07
H 2.42954 -2.66913 2.08596 0.11
H 2.55537 -1.27565 0.80935 0.12
H -0.19292 -0.78595 3.51794 0.07
H 0.35853 0.85742 3.41366 0.09
H -3.27554 -0.96890 -0.12711 0.10
```

## Properties
**Charge**: -1
**HOMO level**: -2.61 eV
**Relative energy (zero: lowest compared OMol25 entry of this formula, charge and spin)**: 11.393 eV
**Kohn-Sham gap**: 0.2078 Eh
**Lowest unoccupied orbital energy**: 3.048 eV
**Energy**: -805.5870 a.u.

***

Entry 2:
# C14H21N3O5PPt

A molecular structure, C14H21N3O5PPt in a non-equilibrium geometry (wB97M-V/def2-TZVPD, the OMol25 dataset).

Structure (XYZ):
```
45
Properties=species:S:1:pos:R:3:lowdin_charge:R:1
Pt 0.69996 -0.92336 0.34979 1.04
O 0.88836 2.12444 1.28349 0.08
C 1.51056 1.46134 0.47919 -0.71
O 1.17256 1.15374 -0.70241 -0.11
C 2.96816 0.94984 0.91679 -0.11
C 3.46156 -0.17526 -0.00891 -0.28
C 4.95666 -0.45136 0.21329 -0.08
C 4.93866 -1.16156 1.57899 -0.08
C 3.42966 -1.16546 1.88349 -0.25
O 2.86136 -1.33506 0.58459 -0.16
C 3.02136 0.26064 2.27049 -0.10
C 1.61206 0.16814 3.11949 -0.66
O 1.67276 0.70904 4.18809 0.10
O 0.73856 -0.52736 2.58019 -0.09
H 3.57276 1.85624 0.88559 0.17
H 3.15476 -0.06546 -1.05241 0.15
H 5.31166 -1.11966 -0.57021 0.12
H 5.55686 0.45394 0.20529 0.13
H 5.29896 -2.18726 1.51259 0.12
H 5.51366 -0.64436 2.34309 0.13
H 3.08896 -1.95026 2.55649 0.17
H 3.69676 0.74074 2.97459 0.15
C -4.25154 0.72044 -0.36691 -0.10
N -3.11444 1.47814 -1.04241 -0.06
C -3.08664 1.05374 -2.50951 -0.10
N -2.99394 -0.35086 -2.63711 -0.15
C -4.08204 -1.02856 -1.95081 -0.14
N -4.11404 -0.67516 -0.54181 -0.15
C -3.01234 -1.25116 0.20839 -0.25
P -1.38134 -0.62546 -0.44171 0.92
C -1.82214 1.18994 -0.38421 -0.22
C -1.69744 -0.88126 -2.25791 -0.26
H -5.18734 1.05724 -0.82351 0.15
H -4.25094 0.97354 0.69719 0.16
H -3.29874 2.48444 -0.98691 0.20
H -2.22634 1.53404 -2.98831 0.16
H -4.01644 1.40704 -2.96731 0.15
H -3.95324 -2.10636 -2.05041 0.15
H -5.03374 -0.75416 -2.41351 0.15
H -3.06294 -2.33956 0.13919 0.11
H -3.10674 -0.98906 1.26679 0.12
H -1.01014 1.74564 -0.86501 0.10
H -1.84484 1.52094 0.65939 0.13
H -1.66884 -1.94766 -2.49891 0.11
H -0.91064 -0.38776 -2.83641 0.11
```

## Properties
**Charge**: +1
**HOMO level (spin up / spin down)**: -10.71 / -10.71 eV
**Kohn-Sham gap (spin up / spin down)**: 0.1868 / 0.1866 Eh
**Lowest unoccupied orbital energy (spin up / spin down)**: -5.625 / -5.630 eV
**Energy**: -1546.8799 a.u.

***

Entry 3:
# C14H21N7O4SSc

A molecular structure, C14H21N7O4SSc in a non-equilibrium geometry (wB97M-V/def2-TZVPD, the OMol25 dataset).

Structure (XYZ):
```
48
Properties=species:S:1:pos:R:3:lowdin_charge:R:1
Sc 0.23536 0.10058 0.17934 0.92
N 3.25604 0.97279 1.62843 -0.02
C 2.78885 2.10694 2.42096 -0.21
C 1.52176 2.80178 1.88735 -0.58
O 1.31201 3.97159 2.22977 -0.03
N 0.77525 2.06590 1.06579 -0.10
C -0.30645 2.82427 0.44210 -0.15
C -0.49021 2.33414 -1.00921 -0.64
O -1.31396 2.86255 -1.74239 0.04
O 0.28957 1.36530 -1.33135 -0.10
H 2.56718 0.22301 1.74150 0.01
H 3.21502 1.26824 0.64978 0.06
H 3.58397 2.86116 2.45835 0.11
H 2.59779 1.76262 3.44117 0.11
H -0.08148 3.90131 0.45052 0.12
H -1.26248 2.69878 0.98001 0.11
N -2.70944 0.97835 3.58838 0.03
C -1.99056 0.47496 2.52984 -0.91
S -0.43539 -0.11312 2.94064 0.61
N -2.59925 0.46104 1.37979 -0.02
N -1.93483 -0.01788 0.27870 -0.08
C -2.63229 -0.00741 -0.81754 -0.06
C -2.15954 -0.41968 -2.10565 -0.15
C -2.97621 -0.21764 -3.22687 -0.05
C -2.54405 -0.50054 -4.50321 -0.11
C -1.26256 -1.01322 -4.69165 -0.10
C -0.45038 -1.26282 -3.61257 -0.02
C -0.85128 -0.97403 -2.28712 -0.35
O -0.06018 -1.24123 -1.29806 -0.19
H -2.12714 1.26639 4.35919 0.06
H -3.44700 1.61655 3.33294 0.08
H -3.66210 0.36040 -0.76040 0.13
H -3.96169 0.20483 -3.08126 0.11
H -3.18251 -0.30565 -5.35458 0.09
H -0.90166 -1.20990 -5.69453 0.10
H 0.54935 -1.65186 -3.75541 0.11
N 0.27936 -2.42809 1.19246 -0.07
C 1.30428 -3.32344 0.69360 -0.27
C 2.63066 -2.56395 0.66099 -0.25
N 2.45635 -1.33936 -0.11757 -0.02
H 0.38356 -2.27070 2.19440 0.00
H -0.64971 -2.80465 1.03418 0.09
H 1.03818 -3.61308 -0.32692 0.11
H 1.41714 -4.23699 1.30407 0.11
H 3.41094 -3.22115 0.24108 0.11
H 2.91798 -2.28957 1.68258 0.11
H 2.10669 -1.58339 -1.04620 0.08
H 3.35503 -0.87414 -0.22544 0.08
```

## Properties
**Charge**: -1
**HOMO level**: -4.43 eV
**Relative energy (zero: lowest compared OMol25 entry of this formula, charge and spin)**: 1.824 eV
**Kohn-Sham gap**: 0.2518 Eh
**Lowest unoccupied orbital energy**: 2.425 eV
**Energy**: -2389.5295 a.u.

***

Entry 4:
# C14H21NO

C14H21NO in the gas phase (wB97M-V/def2-TZVPD, the OMol25 dataset).

Structure (XYZ):
```
37
Properties=species:S:1:pos:R:3:lowdin_charge:R:1
C -3.74902 -1.71601 0.03705 -0.07
C -4.50330 -0.40607 -0.17028 -0.43
C -5.85533 -0.44424 0.53607 -0.08
C -3.67927 0.77766 0.35409 -0.17
N -2.43207 0.93905 -0.35552 0.05
C -1.22241 0.74375 0.22199 -0.51
O -1.08848 0.47892 1.39610 0.07
C -0.05887 0.92225 -0.74510 -0.12
C 1.25905 0.47659 -0.12020 -0.19
C 2.44682 0.72568 -1.05486 -0.17
C 3.72229 0.25536 -0.41710 -0.25
C 4.15945 -1.05146 -0.58996 -0.05
C 5.31423 -1.49787 0.02721 -0.09
C 6.04783 -0.64115 0.82965 -0.10
C 5.61931 0.66257 1.01111 -0.09
C 4.46400 1.10567 0.39258 -0.05
H -4.32219 -2.55317 -0.35467 0.08
H -2.78602 -1.69153 -0.46766 0.07
H -3.57027 -1.88176 1.09663 0.09
H -4.67189 -0.26030 -1.24485 0.13
H -6.45389 -1.27254 0.16486 0.08
H -5.71644 -0.57315 1.60681 0.08
H -6.40566 0.47906 0.36890 0.07
H -4.26378 1.70118 0.27231 0.12
H -3.41663 0.61570 1.40183 0.13
H -2.48564 1.12511 -1.34434 0.14
H -0.00400 1.98090 -1.01483 0.13
H -0.25762 0.35394 -1.65749 0.12
H 1.40711 1.01402 0.81741 0.12
H 1.20071 -0.58596 0.12259 0.13
H 2.28370 0.19248 -1.99471 0.12
H 2.51330 1.79363 -1.27557 0.12
H 3.59072 -1.72435 -1.21654 0.11
H 5.64305 -2.51676 -0.11858 0.10
H 6.95019 -0.98811 1.31139 0.10
H 6.18727 1.33620 1.63644 0.10
H 4.13375 2.12472 0.53722 0.11
```

## Properties
**HOMO level**: -9.00 eV
**Relative energy (zero: lowest compared OMol25 entry of this formula, charge and spin)**: 0.047 eV
**Kohn-Sham gap**: 0.3597 Eh
**Lowest unoccupied orbital energy**: 0.788 eV
**SMILES string**: CC(C)CNC(=O)CCCc1ccccc1
**Energy**: -676.0918 a.u.

***

Entry 5:
# C14H21NO2

C14H21NO2 in the gas phase (wB97M-V/def2-TZVPD, the OMol25 dataset).

Structure (XYZ):
```
38
Properties=species:S:1:pos:R:3:lowdin_charge:R:1
C 6.08548 -0.92501 -0.19653 -0.11
C 5.23388 -0.78694 -1.27574 -0.09
C 3.98184 -0.21251 -1.12452 -0.03
C 3.57220 0.23179 0.12762 -0.27
O 2.37121 0.81043 0.39870 -0.05
C 1.43342 0.96562 -0.64559 -0.21
C 0.17422 1.59236 -0.05135 -0.17
C -0.52129 0.65112 0.93419 -0.17
C -1.29449 -0.49676 0.26874 -0.20
N -2.73191 -0.31947 0.39713 -0.18
C -3.24653 0.74888 -0.44194 -0.17
C -4.74036 0.92698 -0.17010 -0.20
O -5.45686 -0.25912 -0.41745 -0.13
C -4.95158 -1.30714 0.37516 -0.20
C -3.46450 -1.54080 0.11032 -0.18
C 4.43503 0.09123 1.21640 -0.01
C 5.67836 -0.48133 1.05262 -0.09
H 7.05905 -1.37290 -0.32498 0.10
H 5.54078 -1.12744 -2.25400 0.10
H 3.34008 -0.11598 -1.98642 0.10
H 1.20068 -0.01064 -1.09222 0.12
H 1.84415 1.62034 -1.42761 0.13
H -0.49593 1.86559 -0.86751 0.11
H 0.47025 2.50325 0.47142 0.12
H 0.24367 0.24535 1.59612 0.11
H -1.22205 1.21443 1.55094 0.11
H -1.00061 -0.59560 -0.79146 0.12
H -1.04871 -1.43776 0.76597 0.12
H -2.72901 1.67789 -0.20191 0.12
H -3.09762 0.52311 -1.51463 0.13
H -5.16526 1.68567 -0.82973 0.13
H -4.87800 1.23293 0.87817 0.13
H -5.53391 -2.19419 0.12002 0.12
H -5.09116 -1.06919 1.44047 0.13
H -3.10120 -2.33540 0.76556 0.12
H -3.33066 -1.85816 -0.94018 0.13
H 4.10191 0.44221 2.18059 0.12
H 6.33543 -0.58285 1.90372 0.10
```

## Properties
**HOMO level**: -8.54 eV
**Relative energy (zero: lowest compared OMol25 entry of this formula, charge and spin)**: 1.584 eV
**Kohn-Sham gap**: 0.3465 Eh
**Lowest unoccupied orbital energy**: 0.887 eV
**SMILES string**: c1ccc(OCCCCN2CCOCC2)cc1
**Energy**: -751.2685 a.u.

***

Entry 6:
# C14H21NO4S

C14H21NO4S in the gas phase in a non-equilibrium geometry (wB97M-V/def2-TZVPD, the OMol25 dataset).

Structure (XYZ):
```
41
Properties=species:S:1:pos:R:3:lowdin_charge:R:1
C 1.87935 -2.95734 3.61914 -0.07
O 1.84662 -1.54512 3.57993 -0.13
C 1.06899 -1.03362 2.55264 -0.20
C 1.65242 -0.79948 1.30459 -0.18
C 3.09963 -1.10122 1.05646 -0.03
C 0.85788 -0.26721 0.30057 -0.01
C -0.47418 0.01083 0.52615 -0.20
S -1.45332 0.70460 -0.81402 0.69
O -1.86712 2.02884 -0.44602 -0.27
O -2.46411 -0.24611 -1.19045 -0.28
N -0.33549 0.82535 -2.06314 -0.26
C -0.44487 -0.13321 -3.14127 -0.17
C 0.88987 -0.15624 -3.89102 -0.19
O 1.23585 1.12612 -4.35953 -0.13
C 1.31748 2.05816 -3.30575 -0.18
C -0.00700 2.14961 -2.54441 -0.17
C -1.06281 -0.20695 1.76358 -0.20
C -2.50281 0.11517 2.00008 -0.03
C -0.27149 -0.72523 2.79556 -0.14
C -0.85019 -0.93431 4.16210 -0.02
H 2.30467 -3.37508 2.70100 0.09
H 0.87797 -3.37570 3.76553 0.09
H 2.51138 -3.22210 4.46515 0.10
H 3.64615 -1.11777 1.99605 0.08
H 3.20989 -2.07250 0.57283 0.09
H 3.53641 -0.34972 0.40318 0.08
H 1.27767 -0.06351 -0.67107 0.10
H -0.67456 -1.10605 -2.70892 0.12
H -1.25144 0.14686 -3.83300 0.14
H 0.82675 -0.79526 -4.77284 0.13
H 1.67829 -0.53371 -3.22124 0.12
H 1.56661 3.01535 -3.76555 0.13
H 2.11889 1.76575 -2.60983 0.13
H 0.07116 2.81165 -1.68360 0.12
H -0.79062 2.52780 -3.21592 0.14
H -2.58851 1.02362 2.59597 0.10
H -3.01484 0.27733 1.05793 0.05
H -2.99497 -0.69216 2.53865 0.09
H -0.06030 -1.16970 4.86994 0.08
H -1.36220 -0.03448 4.49582 0.09
H -1.57434 -1.74897 4.15439 0.09
```

## Properties
**HOMO level**: -9.05 eV
**Relative energy (zero: lowest compared OMol25 entry of this formula, charge and spin)**: 1.642 eV
**Kohn-Sham gap**: 0.3583 Eh
**Lowest unoccupied orbital energy**: 0.697 eV
**SMILES string**: COc1c(C)cc(S(=O)(=O)N2CCOCC2)c(C)c1C
**Energy**: -1299.9367 a.u.